DFT (ωB97M-V with the def2-TZVPD basis set) results for a cluster of 7 separate species, C15H33B3O28S6 in total at a distorted geometry.

LUMO ... 0.18 eV
Structure (SMILES) ... O=S1(=O)OCCO1.O=S1(=O)OCCO1.O=S1(=O)OCCO1.O=S1(=O)OCCO1.O=S1(=O)OCCO1.O=S1(=O)OCCO1.CCOCB1OBOBO1
Spin multiplicity ... 1
Charge ... 0

Last column: Mulliken charge in e.
Positions of all 85 atoms, in Å:
O1 0.177 -0.974 -3.096  -0.48
S1 0.141 -0.120 -4.263  1.11
O2 0.646 1.233 -4.263  -0.56
O3 -1.386 -0.105 -4.834  -0.25
C1 -1.393 -0.571 -6.183  -0.36
C2 -0.205 -1.522 -6.292  -0.22
O4 0.824 -0.926 -5.505  -0.34
H1 -1.268 0.293 -6.842  0.33
H2 -2.341 -1.067 -6.409  0.29
H3 0.128 -1.656 -7.324  0.33
H4 -0.440 -2.499 -5.856  0.23
O5 1.038 -0.425 1.859  -0.46
S2 1.049 -1.222 3.065  1.14
O6 2.137 -2.106 3.414  -0.58
O7 -0.345 -2.064 3.131  -0.33
C3 -1.044 -1.733 4.330  -0.47
C4 -0.623 -0.305 4.667  -0.30
O8 0.760 -0.235 4.331  -0.28
H5 -0.729 -2.432 5.112  0.30
H6 -2.123 -1.821 4.179  0.34
H7 -0.777 -0.063 5.721  0.36
H8 -1.159 0.420 4.045  0.20
O9 2.631 0.221 4.886  -0.53
S3 3.501 1.155 4.206  1.35
O10 3.333 1.520 2.818  -0.59
O11 5.042 0.674 4.433  -0.24
C5 5.775 1.715 5.075  -0.38
C6 4.749 2.490 5.898  -0.45
O12 3.573 2.522 5.093  -0.34
H9 6.217 2.349 4.299  0.32
H10 6.570 1.295 5.696  0.32
H11 5.083 3.503 6.133  0.32
H12 4.509 1.962 6.826  0.28
O13 -1.120 7.399 4.034  -0.55
S4 -1.056 7.427 2.589  1.10
O14 -0.186 8.319 1.858  -0.53
O15 -2.573 7.595 2.016  -0.33
C7 -2.885 6.492 1.167  -0.37
C8 -2.046 5.328 1.686  0.09
O16 -0.798 5.906 2.061  -0.29
H13 -2.601 6.758 0.144  0.36
H14 -3.957 6.276 1.201  0.30
H15 -1.899 4.551 0.931  0.01
H16 -2.496 4.885 2.581  0.23
O17 -2.212 -3.850 -5.404  -0.43
S5 -2.865 -5.107 -5.693  1.00
O18 -4.290 -5.227 -5.893  -0.56
O19 -2.407 -6.190 -4.563  -0.31
C9 -1.780 -7.303 -5.197  -0.31
C10 -1.164 -6.748 -6.479  -0.30
O20 -2.106 -5.794 -6.963  -0.32
H17 -2.551 -8.047 -5.420  0.28
H18 -1.029 -7.745 -4.537  0.31
H19 -0.985 -7.526 -7.226  0.31
H20 -0.227 -6.222 -6.271  0.26
O21 8.820 -1.386 1.875  -0.54
S6 7.928 -2.251 1.136  1.09
O22 8.388 -3.378 0.358  -0.53
O23 6.984 -1.318 0.189  -0.33
C11 5.614 -1.541 0.515  -0.33
C12 5.606 -1.949 1.986  -0.01
O24 6.761 -2.768 2.152  -0.34
H21 5.239 -2.350 -0.120  0.33
H22 5.026 -0.636 0.335  0.32
H23 4.702 -2.498 2.261  0.29
H24 5.715 -1.076 2.638  0.07
C13 -1.199 0.168 -0.658  -0.58
C14 -1.676 1.378 0.336  0.17
O25 -2.252 2.555 -0.308  -0.39
C15 -3.366 2.268 -1.207  -0.27
B1 -4.748 1.730 -0.508  0.68
O26 -4.894 0.992 0.757  -0.40
B2 -6.264 0.435 0.922  0.40
O27 -7.068 -0.072 -0.234  -0.51
B3 -6.880 0.867 -1.357  0.52
O28 -6.029 2.067 -1.224  -0.46
H25 -2.111 -0.556 -0.917  0.21
H26 -0.369 -0.508 -0.148  0.25
H27 -0.702 0.601 -1.647  0.02
H28 -0.683 1.754 0.886  0.17
H29 -2.335 0.921 1.218  0.08
H30 -3.125 1.546 -2.105  0.04
H31 -3.648 3.309 -1.722  0.21
H32 -6.786 0.339 1.990  -0.07
H33 -7.465 0.674 -2.369  -0.08